[1]
Formula: C43H57N6O2P2SSi2Ta
Source: the OMol25 dataset
Level of theory: the ωB97M-V functional and the def2-TZVPD basis

```
114
C43H57N6O2P2SSi2Ta (the ωB97M-V functional and the def2-TZVPD basis)
Ta -0.2325 -0.4980 -0.1800
C 2.0898 -0.0994 2.8678
C 2.6455 -0.0045 1.4437
N 1.6982 0.5650 0.4275
C 1.5378 2.0369 0.5888
C 0.6235 2.4926 1.7221
S -0.8162 1.4173 1.9345
C -0.7136 0.9027 3.6755
C -0.1334 -0.4883 3.9308
N 0.8354 -0.8346 2.9119
H 1.9338 0.9001 3.2658
H 2.8589 -0.5553 3.4990
H 2.9384 -0.9925 1.0913
H 3.5366 0.6268 1.4615
H 2.1450 0.4575 -0.4813
H 1.1519 2.3993 -0.3607
H 2.5188 2.4939 0.7441
H 0.2642 3.4895 1.4703
H 1.1252 2.5634 2.6833
H -1.7283 0.9524 4.0676
H -0.1482 1.6942 4.1679
H -0.9293 -1.2309 3.8598
H 0.2447 -0.5120 4.9597
H 1.0361 -1.8220 2.9525
C -3.9687 -1.2062 1.2470
Si -3.8100 0.1734 0.0142
C -4.5040 1.6546 0.9088
C -4.8509 -0.2494 -1.4748
N -2.0845 0.4496 -0.5119
P -1.5190 1.4843 -1.6875
C 0.0040 0.7533 -1.9423
P 0.1573 -0.6039 -2.9682
N 0.2402 -1.7405 -1.7626
Si 0.6504 -3.4810 -2.1745
C -0.6807 -4.5977 -1.4828
C 0.6520 -3.8814 -4.0004
C 2.4047 -3.7677 -1.6159
C -1.1696 -1.1235 -4.0682
C -1.1707 -0.8984 -5.4463
C -2.1927 -1.3950 -6.2367
C -3.2346 -2.1094 -5.6580
C -3.2607 -2.3090 -4.2860
C -2.2327 -1.8204 -3.4935
C 1.7230 -0.5692 -3.8825
C 2.7934 0.0793 -3.2604
C 4.0622 0.0639 -3.8088
C 4.2862 -0.5992 -5.0086
C 3.2368 -1.2408 -5.6453
C 1.9655 -1.2302 -5.0870
C -2.6553 1.9171 -3.0188
C -3.8599 2.5345 -2.6686
C -4.7424 2.9513 -3.6470
C -4.4214 2.7833 -4.9897
C -3.2006 2.2348 -5.3454
C -2.3175 1.8135 -4.3603
C -1.2332 3.1647 -1.0629
C -1.9301 3.7305 -0.0024
C -1.7521 5.0725 0.3198
C -0.8791 5.8537 -0.4195
C -0.1856 5.2967 -1.4904
C -0.3681 3.9644 -1.8159
H -5.0129 -1.1814 1.5763
H -3.7772 -2.1903 0.8242
H -3.3422 -1.0868 2.1334
H -5.5127 1.3752 1.2294
H -3.9310 1.8905 1.8092
H -4.6074 2.5670 0.3227
H -5.4028 -1.1694 -1.2630
H -5.5848 0.5320 -1.6801
H -4.2776 -0.3997 -2.3891
H -1.2108 -5.0227 -2.3374
H -0.2622 -5.4356 -0.9185
H -1.4278 -4.1130 -0.8598
H -0.1258 -3.4147 -4.6029
H 1.6171 -3.6920 -4.4670
H 0.4750 -4.9615 -4.0393
H 2.7074 -3.1015 -0.8129
H 2.5742 -4.7978 -1.2917
H 3.0594 -3.5838 -2.4714
H -0.3883 -0.3116 -5.9089
H -2.1777 -1.2250 -7.3053
H -4.0271 -2.5070 -6.2785
H -4.0784 -2.8533 -3.8313
H -2.2567 -1.9991 -2.4249
H 2.6112 0.6432 -2.3561
H 4.8754 0.5754 -3.3111
H 5.2748 -0.6068 -5.4484
H 3.4045 -1.7620 -6.5785
H 1.1803 -1.7645 -5.5969
H -4.1102 2.7048 -1.6300
H -5.6760 3.4205 -3.3660
H -5.1128 3.1098 -5.7555
H -2.9275 2.1418 -6.3885
H -1.3434 1.4545 -4.6477
H -2.6114 3.1325 0.5813
H -2.3045 5.5053 1.1441
H -0.7426 6.8984 -0.1720
H 0.4876 5.9078 -2.0771
H 0.1692 3.5382 -2.6568
O -1.3804 -1.9287 0.6337
N -0.9628 -3.0681 1.1344
N 0.2900 -3.1156 1.1052
O 0.9705 -2.1250 0.6206
C 0.9861 -4.2780 1.6401
C 2.3628 -4.2133 1.7520
C 3.0326 -5.3230 2.2471
C 2.3251 -6.4600 2.6070
C 0.9392 -6.4902 2.4978
C 0.2489 -5.3910 2.0165
H 2.9009 -3.3263 1.4556
H 4.1091 -5.2950 2.3465
H 2.8537 -7.3281 2.9773
H 0.3897 -7.3763 2.7855
H -0.8286 -5.4003 1.9370
```

Results
- Strongest force on any atom: 1.0 eV Å⁻¹
- HOMO: -13.23 eV
- Charge: +2
- Total energy: -105262.292 eV
- LUMO energy: -5.68 eV
- Frontier orbital gap: 7.547 eV
- Multiplicity: 1

[2]
Formula: C43H59BiN4O9S4Si
Source: the OMol25 dataset
Level of theory: the ωB97M-V functional and the def2-TZVPD basis

```
121
C43H59BiN4O9S4Si (the ωB97M-V functional and the def2-TZVPD basis)
Bi 10.9303 16.1447 15.0998
C 13.6470 17.5445 18.8933
C 12.5137 17.2926 17.8993
S 13.0111 16.3277 16.5289
C 11.2842 17.8259 18.0415
C 10.9471 18.8043 19.1300
S 9.8823 17.4714 16.9978
H 14.3026 16.6899 18.9107
H 13.2747 17.7561 19.8694
H 14.2525 18.4078 18.5889
H 11.8844 19.2083 19.5295
H 10.3627 18.3052 19.9166
H 10.3625 19.6538 18.7356
O 8.0418 16.0227 14.8125
H 7.9845 16.9409 14.5631
H 8.0507 15.6004 13.9322
C 12.8776 9.2286 13.0924
C 12.9874 10.7007 12.8101
C 14.1048 11.4251 13.2131
C 14.1637 12.7985 12.9918
C 13.1197 13.4587 12.3688
C 12.0044 12.7512 11.9501
C 11.9395 11.3924 12.2174
S 13.2383 15.2299 12.2063
O 11.9894 15.5886 11.5561
O 14.3862 15.5236 11.3603
O 13.3406 15.7332 13.5967
H 13.3524 8.6624 12.2740
H 11.8375 8.8827 13.1520
H 13.4033 8.9364 14.0242
H 14.9143 10.9690 13.7667
H 15.0116 13.3949 13.3049
H 11.1710 13.2476 11.4902
H 11.0623 10.8532 11.9386
N 7.6867 12.8158 13.2285
C 8.1906 13.3509 12.0562
C 8.0461 12.6437 10.8346
C 8.5265 13.2025 9.6830
C 9.1038 14.4699 9.7679
C 9.1649 15.1172 10.9851
N 8.7586 14.5488 12.1384
H 7.5472 11.8117 13.2132
H 8.2446 13.1730 14.0032
H 7.5199 11.7031 10.8236
H 8.4393 12.7066 8.7260
H 9.4830 14.9822 8.8965
H 9.6091 16.0873 11.1043
C 6.4410 15.4837 17.8677
C 6.7812 14.0139 17.7929
C 6.2342 13.2183 19.0055
C 6.2895 13.3831 16.4951
O 8.2273 13.9959 17.8971
Si 9.5041 13.1293 17.3816
S 10.2904 13.5702 15.5487
O 10.6251 13.4067 18.5374
C 10.5828 13.6902 19.9260
C 12.0027 13.4244 20.3852
C 10.1832 15.1595 20.1637
C 9.6174 12.7339 20.6467
O 9.0215 11.5369 17.3997
C 9.7173 10.3367 17.0105
C 9.0762 9.2002 17.7760
C 9.4990 10.1191 15.4905
C 11.2200 10.4166 17.3598
H 5.3559 15.6539 17.8241
H 6.9608 15.9675 17.0538
H 6.8238 15.8864 18.8011
H 5.1427 13.0918 18.9681
H 6.5158 13.7455 19.9128
H 6.7235 12.2620 19.0151
H 5.2030 13.4016 16.4314
H 6.6103 12.3186 16.4434
H 6.6614 13.9639 15.6707
H 12.6854 14.0958 19.8378
H 12.3179 12.3906 20.2088
H 12.1465 13.6353 21.4419
H 10.8374 15.7982 19.5836
H 10.2535 15.3741 21.2506
H 9.1618 15.3235 19.8276
H 9.9173 11.7019 20.4403
H 8.5636 12.9232 20.3360
H 9.6944 12.9220 21.7311
H 7.9856 9.1631 17.5779
H 9.2067 9.3655 18.8731
H 9.5344 8.2633 17.5143
H 8.4193 10.0345 15.2952
H 10.0421 9.2345 15.1190
H 9.8520 10.9603 14.9106
H 11.3825 10.6623 18.4082
H 11.7717 11.1544 16.7909
H 11.7117 9.4566 17.1571
O 7.3699 17.4279 12.2508
C 8.3289 18.1730 12.3514
N 8.5062 19.2848 11.4848
C 9.8005 19.8805 11.7313
C 10.2929 18.9697 12.9271
O 11.3956 19.0736 13.4536
N 9.3352 18.1261 13.2546
C 9.6859 21.2992 12.2695
C 8.4518 21.8178 12.6224
C 8.3151 23.0728 13.1977
C 9.4428 23.8292 13.3976
C 10.7018 23.3223 13.0327
C 10.8269 22.0582 12.4891
C 10.7199 19.7444 10.5318
C 10.5677 20.5954 9.4488
C 11.2809 20.3725 8.2891
C 12.1737 19.3252 8.2122
C 12.3519 18.4627 9.2896
C 11.6328 18.6746 10.4533
H 8.2567 19.1480 10.5053
H 7.5837 21.1954 12.4576
H 7.3339 23.4233 13.4655
H 9.3627 24.8053 13.8758
H 11.5648 23.9372 13.1791
H 11.7844 21.6537 12.1880
H 9.9049 21.4588 9.5330
H 11.1628 21.0144 7.4280
H 12.7390 19.1539 7.2941
H 13.0416 17.6667 9.2529
H 11.7507 17.9940 11.2794
```

Results
- Strongest force on any atom: 1.5 eV Å⁻¹
- HOMO: -2.25 eV
- Charge: -2
- Total energy: -127007.239 eV
- LUMO energy: 3.95 eV
- Frontier orbital gap: 6.197 eV
- Multiplicity: 1

[3]
Formula: C43H60BBr2ClF20N2O23P2
Source: the OMol25 dataset
Level of theory: the ωB97M-V functional and the def2-TZVPD basis

```
154
C43H60BBr2ClF20N2O23P2 (the ωB97M-V functional and the def2-TZVPD basis)
C 2.1661 -4.0590 2.0428
C 2.3478 -2.5878 1.6449
N 2.2619 -2.3266 0.1967
C 1.1520 -1.6188 -0.4136
C 1.2664 -2.0273 -1.9180
C 0.7684 -1.0828 -2.9587
O 0.8171 0.0865 -3.0231
F 0.1995 -1.7738 -3.9960
O 1.1220 -0.2280 -0.1824
C 2.3054 0.5689 -0.0427
C 2.9893 0.3883 1.3352
C 3.8211 1.5804 1.8412
C 4.8616 1.0584 2.8152
O 4.6581 0.1842 3.6026
O 6.0832 1.6923 2.7664
B 3.4391 0.4957 -1.1910
O 4.5714 -0.2288 -0.9226
O 3.3212 1.1029 -2.4277
P 1.6296 2.3592 0.1181
O 2.8141 3.1536 -0.6916
Cl 0.0103 2.5025 -1.1588
C -0.2769 -2.1220 0.0700
F -0.1786 -3.5126 0.1186
C -1.4523 -1.8156 -0.8465
C -1.7884 -0.3367 -1.0568
O -3.2100 -0.2428 -0.9825
C -3.6891 1.0100 -1.4447
C -5.0262 1.3061 -0.7934
O -0.4253 -1.5953 1.3464
C -1.4928 -1.8476 2.1993
O -2.5162 -0.8528 1.8913
C -3.3819 -0.5666 2.8064
N -4.1000 -0.2967 3.6630
P -2.3243 -3.5486 2.1404
O -3.5089 -3.6327 3.0124
C -0.9102 -1.5709 3.6015
Br -0.8480 -2.9678 4.8816
C -0.4188 -0.3622 3.8950
C -0.4576 0.8396 2.9921
Br 0.3562 -0.0165 5.5871
H 2.4706 -4.7259 1.2359
H 1.1264 -4.2681 2.2794
H 2.7348 -4.2542 2.9501
H 1.6928 -1.9745 2.2537
H 3.3561 -2.3185 1.9681
H 2.3694 -3.2103 -0.2825
H 2.3208 -2.2011 -2.1539
H 0.7740 -2.9853 -2.0729
H 3.6470 -0.4690 1.3116
H 2.1961 0.1942 2.0597
H 4.3668 2.1025 1.0563
H 3.2318 2.2841 2.4295
H 6.5266 1.4535 1.9406
H 5.2155 -0.0929 -1.6307
H 3.9169 1.8526 -2.5397
H 2.7257 4.1060 -0.5486
H -1.3439 -2.3166 -1.8084
H -2.3535 -2.2508 -0.4143
H -1.3649 0.2601 -0.2464
H -1.4767 0.0374 -2.0318
H -2.9774 1.8013 -1.1821
H -3.8049 0.9888 -2.5352
H -5.4012 2.2574 -1.1713
H -4.9018 1.3888 0.2859
H -5.7341 0.5134 -1.0289
H -2.6430 -3.8199 0.7991
H -1.2988 -4.4418 2.4619
H 0.2653 1.5755 3.3356
H -0.2240 0.6026 1.9592
H -1.4345 1.3177 3.0833
C -1.4636 -1.7779 -6.5882
C -2.0194 -0.4332 -6.9960
O -3.1206 -0.5692 -7.9235
C -4.2950 -0.8595 -7.3894
O -4.5488 -1.0135 -6.2311
C -5.3612 -0.9369 -8.5011
F -4.9298 -1.6510 -9.5470
F -5.6550 0.3008 -8.9377
F -6.4789 -1.4941 -8.0473
H -1.1750 -2.3537 -7.4691
H -0.5963 -1.6395 -5.9600
H -2.2035 -2.3599 -6.0385
H -1.2710 0.1481 -7.5295
H -2.3426 0.1482 -6.1332
C -5.2171 2.3921 7.4342
C -4.4357 1.8761 6.2462
O -3.3861 2.7998 5.8693
C -2.2797 2.7499 6.5902
O -2.0509 2.0371 7.5224
C -1.2447 3.7327 6.0056
F -1.7804 4.9318 5.7510
F -0.7730 3.2364 4.8484
F -0.2223 3.9016 6.8380
H -5.6134 3.3873 7.2284
H -6.0480 1.7212 7.6494
H -4.5883 2.4582 8.3217
H -5.0676 1.7953 5.3666
H -4.0045 0.8950 6.4339
C 5.8268 -1.0414 6.3941
C 6.3978 -2.3664 6.8458
O 7.7647 -2.5287 6.4031
C 8.6892 -1.9176 7.1247
O 8.5251 -1.2552 8.1064
C 10.0832 -2.2168 6.5342
F 10.0926 -2.0676 5.2033
F 10.4359 -3.4806 6.8137
F 10.9975 -1.4022 7.0528
H 5.9140 -0.9305 5.3160
H 4.7735 -0.9747 6.6651
H 6.3557 -0.2091 6.8584
H 5.8560 -3.1940 6.3929
H 6.3495 -2.4863 7.9276
C -6.2505 3.2632 -11.5727
C -7.2802 3.1805 -10.4677
O -7.2474 4.3560 -9.6307
C -7.8732 5.4237 -10.1014
O -8.4641 5.5182 -11.1364
C -7.7735 6.5736 -9.0773
F -6.5255 6.7035 -8.6115
F -8.5841 6.3281 -8.0376
F -8.1374 7.7260 -9.6311
H -5.2580 3.4332 -11.1546
H -6.2383 2.3335 -12.1405
H -6.4716 4.0828 -12.2555
H -7.0615 2.3474 -9.8040
H -8.2859 3.0391 -10.8616
C 7.8747 5.4433 3.1598
C 7.4831 6.6684 2.3646
O 7.5907 6.4226 0.9430
C 6.5872 5.7668 0.3897
O 5.5965 5.3652 0.9288
C 6.8445 5.6053 -1.1230
F 8.0935 5.1957 -1.3652
F 6.6553 6.7734 -1.7479
F 6.0037 4.7102 -1.6448
H 8.8775 5.1138 2.8862
H 7.8568 5.6620 4.2264
H 7.1897 4.6182 2.9647
H 8.1601 7.4958 2.5628
H 6.4721 6.9981 2.6002
C -5.3561 -7.0290 -0.2233
C -4.5026 -8.2689 -0.0737
O -3.1027 -7.9706 -0.2810
C -2.4715 -7.4299 0.7472
O -2.9247 -7.1657 1.8215
C -0.9928 -7.1844 0.3879
F -0.8677 -6.6077 -0.8150
F -0.3113 -8.3358 0.3694
F -0.4406 -6.3788 1.2952
H -5.1851 -6.5642 -1.1949
H -6.4101 -7.2909 -0.1407
H -5.1234 -6.2952 0.5480
H -4.7486 -9.0050 -0.8355
H -4.6340 -8.7344 0.9021
```

Results
- Strongest force on any atom: 1.1 eV Å⁻¹
- HOMO: -9.16 eV
- Total energy: -321851.742 eV
- Structure (SMILES): CCN[C@](CC(=O)F)(O[C@@](CCC(=O)O)(B(O)O)P(O)Cl)[C@](F)(CCOCC)O[C@@](OC#N)([PH2]=O)/C(Br)=C(\C)Br.CCOC(=O)C(F)(F)F.CCOC(=O)C(F)(F)F.CCOC(=O)C(F)(F)F.CCOC(=O)C(F)(F)F.CCOC(=O)C(F)(F)F.CCOC(=O)C(F)(F)F
- LUMO energy: -0.24 eV
- Frontier orbital gap: 8.918 eV
- Multiplicity: 1